{"formula": "C3H7ClO2", "method": "ωB97M-V/def2-TZVPD", "symbols": ["O", "C", "O", "Cl", "H", "H", "H", "C", "C", "H", "H", "H", "H"], "positions_angstrom": [[-2.00937, 0.60715, 2.08745], [-1.53774, 0.81864, 0.69251], [-2.43837, 1.71524, 0.10639], [-1.61893, -0.73297, -0.25982], [-2.91289, 0.90879, 2.23717], [-0.54972, 1.28384, 0.64184], [-3.19663, 1.28570, -0.44088], [2.95997, -1.26174, -0.87219], [1.77810, -0.65202, -0.86131], [3.86039, -0.74367, -0.89782], [3.07234, -2.44920, -0.91532], [1.69564, 0.43061, -0.88936], [0.89721, -1.21038, -0.62866]], "lowdin_charge": [-0.08, -0.71, -0.11, 0.63, 0.08, 0.12, 0.14, -0.08, -0.11, 0.01, 0.10, 0.05, -0.03], "gap_ev": 10.7, "lumo_energy_ev": 0.596, "e_above_lowest_ev": 2.237, "energy_ha": -729.10908}


{"formula": "C3H7ClO2PS", "method": "ωB97M-V/def2-TZVPD", "symbols": ["C", "C", "C", "O", "O", "P", "S", "Cl", "H", "H", "H", "H", "H", "H", "H"], "positions_angstrom": [[-0.43398, -0.16734, 2.35222], [-1.05332, -0.74999, -0.04332], [0.03023, -0.14677, 0.93045], [2.73990, 1.38593, -2.75259], [1.29195, -0.75029, -2.87157], [1.42669, 0.72701, -2.66597], [0.49545, 1.63900, 0.45986], [0.01966, 1.64532, -3.86506], [-1.32781, 0.52518, 2.61808], [-0.57311, -1.11270, 2.79911], [0.34701, 0.42096, 3.01485], [-0.42365, -0.77348, -1.00444], [-2.06999, -0.20474, -0.15359], [-1.42970, -1.78806, 0.40831], [0.96068, -0.65004, 0.77366]], "lowdin_charge": [-0.23, -0.18, -0.86, -0.41, -0.43, 0.14, 0.31, 0.22, 0.09, 0.03, 0.08, 0.03, 0.08, 0.09, 0.05], "gap_ev": [6.4, 6.2], "lumo_energy_ev": [2.181, 2.048], "e_above_lowest_ev": 2.294, "energy_ha": -1468.80008, "charge": -1}